{"formula": "C6H13N", "method": "the ωB97M-V functional and the def2-TZVPD basis", "max_force_ha_per_bohr": 0.0858, "e_above_lowest_kj_mol": 210.9, "smiles": "C=C(C)CCCN", "e_lumo_ev": 1.07, "charge": 0, "energy_ha": -291.0784, "homo_lumo_gap_ev": 9.8, "elements": ["C", "C", "C", "C", "C", "C", "N", "H", "H", "H", "H", "H", "H", "H", "H", "H", "H", "H", "H", "H"], "xyz": [[-0.70357, 0.67107, 1.58996], [0.36575, -0.32381, 0.98447], [-0.01197, -1.13353, -0.29103], [-0.74076, 0.51794, -2.05668], [0.30668, -0.11623, -1.37632], [1.78606, 0.11162, -1.71255], [-1.52890, -0.18444, 2.36768], [-0.28970, 1.46496, 2.29095], [-1.14844, 1.15971, 0.67549], [1.14902, 0.35996, 0.73260], [0.80244, -0.89762, 1.85189], [-1.05513, -1.52876, -0.18691], [0.82405, -1.85507, -0.48830], [-1.76242, 0.27595, -1.81489], [-0.39187, 1.24537, -2.86822], [2.04582, 1.14910, -1.29570], [1.99158, -0.23683, -2.71497], [2.49166, -0.45307, -1.18985], [-1.62799, -0.01884, 3.35996], [-2.50232, -0.20746, 2.14243]], "lowdin_charge": [-0.2800, -0.2223, -0.1590, 0.0284, -0.3860, -0.0777, -0.0346, 0.1239, 0.1113, 0.0669, 0.1170, 0.1229, 0.1167, 0.0416, 0.0771, 0.1137, 0.0778, 0.0399, 0.0670, 0.0556]}



{"formula": "C6H13N2O", "method": "the ωB97M-V functional and the def2-TZVPD basis", "max_force_ha_per_bohr": 0.1169, "e_above_lowest_kj_mol": 319.8, "smiles": "C[C@@H]1[C@@H](N)C(=O)[N+]1(C)C", "e_lumo_ev": -3.64, "charge": 1, "energy_ha": -420.8312, "homo_lumo_gap_ev": 10.1, "elements": ["C", "C", "C", "C", "C", "C", "N", "N", "O", "H", "H", "H", "H", "H", "H", "H", "H", "H", "H", "H", "H", "H"], "xyz": [[1.29862, -0.67279, -0.25372], [1.33266, 0.80397, -0.38595], [-0.18774, 0.59558, 0.55205], [-1.29989, 1.50597, 0.10031], [-0.66794, -1.71593, 1.06457], [-0.97255, -1.07058, -1.19481], [2.32174, 1.60203, 0.29268], [-0.19149, -0.79818, 0.04090], [2.08517, -1.55105, -0.20377], [0.96433, 1.21398, -1.32277], [0.04714, 0.62881, 1.53376], [-2.16648, 0.80172, -0.02171], [-0.98810, 2.07502, -0.69867], [-1.45139, 2.15546, 0.87347], [-1.82854, -1.65136, 1.04467], [-0.29124, -2.65977, 0.86210], [-0.37952, -1.25390, 2.06391], [-1.93048, -0.48981, -1.15955], [-0.52764, -0.74815, -2.17428], [-1.05230, -2.22037, -1.22585], [3.19365, 1.07005, 0.42725], [2.69200, 2.37932, -0.21459]], "lowdin_charge": [-0.3181, -0.1352, -0.1528, 0.0090, 0.0306, 0.0236, 0.0889, -0.2637, 0.2412, 0.1536, 0.1107, 0.1052, 0.0692, 0.0684, 0.1601, 0.0877, 0.1410, 0.1032, 0.1337, 0.1493, 0.1095, 0.0849]}



{"formula": "C6H13N2O2", "method": "the ωB97M-V functional and the def2-TZVPD basis", "multiplicity": 3, "max_force_ha_per_bohr": 0.0973, "e_above_lowest_kj_mol": 115.6, "e_lumo_ev": [-3.26, -6.99], "charge": 1, "energy_ha": -495.9177, "homo_lumo_gap_ev": [7.3, 7.5], "elements": ["C", "C", "C", "C", "C", "C", "N", "N", "O", "O", "H", "H", "H", "H", "H", "H", "H", "H", "H", "H", "H", "H", "H"], "xyz": [[1.48379, 1.54217, 0.40091], [-0.95618, 0.68184, -0.15015], [0.75760, -2.06688, -0.93509], [0.65833, -0.49872, 1.57746], [1.22990, -0.58542, -0.98513], [0.65564, 0.23785, 0.26262], [-2.01696, -0.06492, 0.24892], [-1.15210, 1.86558, -0.74084], [1.32383, 2.63745, -0.12148], [-3.27851, 0.37638, 0.05914], [2.33455, 1.37831, 1.08407], [-0.33429, -1.87193, -0.73657], [1.27702, -2.57788, -0.04539], [0.98241, -2.56997, -1.93769], [1.83103, -0.40692, 1.75296], [0.04390, -1.42273, 1.58793], [0.20333, 0.15756, 2.38002], [2.31017, -0.47980, -1.07098], [0.92839, -0.04654, -1.91063], [-2.00670, -1.03793, 0.42927], [-0.30300, 2.58182, -0.82929], [-2.04535, 2.19577, -1.07720], [-3.92680, -0.02508, 0.75713]], "lowdin_charge": [-0.2424, -0.1271, -0.0802, -0.0540, -0.1939, -0.3583, 0.0101, 0.2182, 0.1408, 0.0144, 0.1625, 0.0597, 0.1039, 0.1092, 0.1471, 0.0908, 0.1146, 0.1143, 0.1245, 0.1470, 0.1692, 0.1316, 0.1981]}



{"formula": "C6H13N2O3P", "method": "the ωB97M-V functional and the def2-TZVPD basis", "max_force_ha_per_bohr": 0.0864, "e_above_lowest_kj_mol": 182.9, "smiles": "C/N=C/[C@]1(CO)CO[P@@H](=N)OC1", "e_lumo_ev": 0.40, "charge": 0, "energy_ha": -912.9443, "homo_lumo_gap_ev": 9.5, "elements": ["C", "C", "C", "C", "C", "C", "N", "N", "O", "O", "O", "P", "H", "H", "H", "H", "H", "H", "H", "H", "H", "H", "H", "H", "H"], "xyz": [[-0.55166, -0.77693, 0.27916], [0.23709, 1.56393, -0.29994], [0.80535, -0.38763, -1.64973], [-0.37420, 0.21348, -0.85381], [-1.61521, -1.22347, 2.43156], [-1.70434, 0.25211, -1.57095], [3.86974, 0.66967, 0.07114], [-1.42960, -0.51364, 1.19542], [1.39461, 1.36316, 0.37659], [2.01236, -0.62469, -0.98059], [-2.70171, 0.86243, -0.81363], [2.42614, 0.19358, 0.29484], [0.07201, -1.60856, 0.41102], [2.31523, -0.62311, 1.39655], [0.45421, 2.28996, -1.16568], [-0.41413, 2.04875, 0.54066], [0.54725, -1.39561, -1.86359], [1.03197, 0.07085, -2.63577], [-0.68269, -1.45235, 2.79604], [-2.16655, -0.58570, 3.08973], [-2.10993, -2.16485, 2.31249], [-1.95413, -0.76544, -1.85629], [-1.46320, 1.01104, -2.43824], [4.43082, 0.94033, 0.86901], [-2.42945, 0.64269, 0.06401]], "lowdin_charge": [-0.0920, -0.1767, -0.1861, -0.3810, -0.0808, -0.2188, -0.1714, 0.0094, -0.2104, -0.2027, -0.0374, 0.4810, 0.1154, 0.0449, 0.1631, 0.1639, 0.1173, 0.1538, 0.0512, 0.0778, 0.0837, 0.1295, 0.1684, -0.0247, 0.0224]}



{"formula": "C6H13N2O4S3SbV", "method": "the ωB97M-V functional and the def2-TZVPD basis", "multiplicity": 2, "max_force_ha_per_bohr": 0.0467, "e_above_lowest_kj_mol": 59.1, "e_lumo_ev": [-1.77, -0.31], "charge": 0, "energy_ha": -3025.8666, "homo_lumo_gap_ev": [5.3, 7.0], "elements": ["V", "C", "C", "C", "O", "C", "O", "O", "H", "H", "H", "H", "H", "H", "H", "S", "Sb", "S", "S", "C", "N", "C", "N", "O", "H", "H", "H", "H", "H", "H"], "xyz": [[-1.03344, 1.11975, -0.31806], [2.90754, -0.20582, 0.93168], [1.82660, 0.83105, 0.74507], [2.36034, 2.24958, 0.75718], [1.17096, 0.63499, -0.54865], [0.74657, 0.70771, 1.81880], [0.97176, 0.32599, 2.92648], [-0.47347, 1.07516, 1.37809], [3.68012, -0.07613, 0.17282], [2.50022, -1.22035, 0.86447], [3.34656, -0.09842, 1.92134], [3.14454, 2.35345, 0.00634], [2.77228, 2.46940, 1.74245], [1.56646, 2.96291, 0.54019], [1.14204, -0.31272, -0.74139], [-2.26355, 4.60654, 1.31082], [-2.87028, 3.85667, -0.73216], [-3.28718, 1.46383, -0.20067], [-0.63523, 2.96467, -1.44439], [-0.24684, -3.19920, -0.52731], [-1.57655, -2.87244, -1.02314], [-1.96962, -1.61748, -1.27137], [-3.22228, -1.38159, -1.65090], [-1.12012, -0.67611, -1.21171], [-0.04303, -4.24391, -0.74644], [-0.15415, -3.03300, 0.54534], [0.49156, -2.59932, -1.05100], [-2.28646, -3.58251, -0.97402], [-3.92725, -2.09444, -1.58457], [-3.51808, -0.40827, -1.63530]], "lowdin_charge": [0.3261, -0.0022, -0.5022, 0.0076, -0.1109, -0.5029, 0.1553, -0.1767, 0.0985, 0.0923, 0.1013, 0.1008, 0.1086, 0.0687, 0.0868, -0.2906, 0.3005, 0.0089, 0.0661, -0.0388, 0.0453, -0.5512, 0.1906, -0.1286, 0.0918, 0.0956, 0.0799, 0.1472, 0.1222, 0.0102]}



{"formula": "C6H13N2S", "method": "the ωB97M-V functional and the def2-TZVPD basis", "max_force_ha_per_bohr": 0.0244, "e_above_lowest_kj_mol": 3.7, "e_lumo_ev": -2.78, "charge": 1, "energy_ha": -743.8960, "homo_lumo_gap_ev": 9.7, "elements": ["S", "C", "C", "C", "H", "H", "H", "H", "H", "H", "H", "H", "C", "C", "C", "N", "N", "H", "H", "H", "H", "H"], "xyz": [[-1.73474, 0.87279, -0.55996], [-2.29235, 0.93727, 1.15210], [-1.47540, -1.91042, -0.29130], [-2.26248, -0.80648, -0.98803], [-2.12465, 1.96555, 1.51421], [-1.73838, 0.24027, 1.80319], [-3.36882, 0.70890, 1.22751], [-1.60142, -1.85356, 0.80300], [-1.82710, -2.89770, -0.63512], [-0.40189, -1.81769, -0.52710], [-3.34539, -0.89452, -0.77588], [-2.12816, -0.87006, -2.08500], [1.99829, -0.27614, 0.55604], [3.32385, 0.04979, 0.44409], [2.15344, 1.52569, -0.73902], [1.30804, 0.65210, -0.18374], [3.38207, 1.16210, -0.35891], [1.50319, -1.08324, 1.09601], [4.21343, -0.41687, 0.86715], [1.89196, 2.36978, -1.37720], [0.27945, 0.68344, -0.30349], [4.24705, 1.65900, -0.63856]], "lowdin_charge": [0.8322, -0.3812, -0.1570, -0.5251, 0.0456, 0.0387, 0.0563, 0.0695, 0.0873, 0.0557, 0.0882, 0.0810, -0.0330, -0.0304, -0.0459, 0.0755, 0.0926, 0.1377, 0.1414, 0.1688, 0.0030, 0.1991]}



{"formula": "C6H13N3", "method": "the ωB97M-V functional and the def2-TZVPD basis", "max_force_ha_per_bohr": 0.0797, "e_above_lowest_kj_mol": 555.1, "smiles": "C/N=C\\NN1CC(C)C1", "e_lumo_ev": 0.81, "charge": 0, "energy_ha": -400.4816, "homo_lumo_gap_ev": 9.2, "elements": ["C", "C", "C", "C", "C", "C", "H", "H", "H", "H", "H", "H", "H", "H", "H", "H", "H", "H", "H", "N", "N", "N"], "xyz": [[-3.98183, 0.61211, 0.51538], [-2.25008, -0.78480, -0.57860], [1.08011, -0.92166, 0.74260], [2.26938, -0.40631, -0.13416], [3.66340, 0.34896, 0.14263], [1.04875, 0.57858, -0.89722], [-3.60522, 0.58535, 1.57670], [-3.32715, 1.45583, -0.10732], [-5.20213, 0.60940, 0.46095], [-2.02323, -1.45227, -1.39668], [-1.30922, 0.51050, 0.61359], [0.84826, -0.44189, 1.67864], [1.28837, -1.95650, 0.80585], [2.18333, -1.31059, -0.79899], [3.62124, 1.03358, 1.00920], [3.99549, 0.68975, -0.81650], [4.64265, -0.26818, 0.40287], [0.93824, 1.48727, -0.41963], [0.71205, 0.79718, -2.03582], [-3.49525, -0.48361, -0.41121], [-1.18443, -0.20175, -0.02539], [0.08725, -0.48096, -0.32687]], "lowdin_charge": [-0.1647, -0.2697, -0.1273, -0.2039, -0.0715, -0.0510, 0.0497, 0.1118, 0.1058, 0.1155, 0.1010, 0.1020, 0.0835, 0.1242, 0.0651, 0.0428, 0.0959, 0.0445, 0.1373, -0.0848, -0.0129, -0.1935]}



{"formula": "C6H13N3", "method": "the ωB97M-V functional and the def2-TZVPD basis", "max_force_ha_per_bohr": 0.1016, "e_above_lowest_kj_mol": 204.1, "smiles": "[H]/N=C/[C@@H](CC[NH3+])[N+]#CC", "e_lumo_ev": -7.09, "charge": 2, "energy_ha": -399.9836, "homo_lumo_gap_ev": 11.9, "elements": ["C", "C", "C", "C", "C", "C", "N", "N", "N", "H", "H", "H", "H", "H", "H", "H", "H", "H", "H", "H", "H", "H"], "xyz": [[-2.13409, -0.95884, -1.15858], [-0.07384, 1.36389, -0.86514], [-3.48313, -1.12616, -1.32152], [0.63270, -0.76684, 0.64757], [2.11401, -0.38191, 1.05338], [0.20847, -0.20718, -0.69538], [0.48658, 2.09837, -0.06692], [-1.02029, -0.82828, -0.95463], [2.15940, 0.95650, 1.65544], [-0.81972, 1.67215, -1.62258], [-4.06589, -0.28455, -1.55902], [-3.55948, -1.89418, -2.11048], [-3.89653, -1.56078, -0.39072], [0.63409, -1.87359, 0.52580], [-0.03000, -0.52705, 1.54398], [2.56272, -1.25578, 1.66315], [2.68888, -0.44714, 0.09013], [0.88370, -0.67608, -1.35777], [0.46362, 3.03167, -0.44938], [2.99029, 1.35441, 1.90352], [1.52473, 0.65159, 2.51604], [1.73378, 1.65977, 0.95309]], "lowdin_charge": [0.0437, -0.0678, 0.0566, -0.1235, -0.1632, -0.2262, 0.1410, 0.2304, 0.1617, 0.1557, 0.1169, 0.1523, 0.1541, 0.1471, 0.1547, 0.1739, 0.1460, 0.1561, 0.1210, 0.1239, 0.2330, 0.1128]}



{"formula": "C6H13N3", "method": "the ωB97M-V functional and the def2-TZVPD basis", "multiplicity": 3, "max_force_ha_per_bohr": 0.1125, "e_above_lowest_kj_mol": 55.7, "e_lumo_ev": [-7.84, -12.83], "charge": 2, "energy_ha": -399.8289, "homo_lumo_gap_ev": [7.9, 6.5], "elements": ["C", "C", "C", "C", "C", "C", "N", "N", "N", "H", "H", "H", "H", "H", "H", "H", "H", "H", "H", "H", "H", "H"], "xyz": [[1.54888, 0.64131, 0.88944], [-0.23773, 1.02201, -0.36430], [1.13255, -0.74969, 1.18292], [-0.96655, -0.27557, 0.35745], [-0.18929, 2.59987, -2.06070], [-0.36926, -2.67423, 0.93393], [0.85468, 1.46266, 0.20372], [-0.75218, 1.56303, -1.38236], [0.07515, -1.37929, 0.41724], [2.45005, 1.12241, 1.46618], [1.92399, -1.45983, 1.13713], [0.75341, -0.76039, 2.22102], [-1.20337, -0.10611, 1.39630], [-1.92493, -0.58485, -0.15379], [-0.77697, 3.51996, -2.04586], [-0.19338, 2.46649, -3.18524], [0.91682, 2.78655, -1.73979], [-0.40729, -2.76777, 1.95428], [-1.43358, -2.70892, 0.55683], [0.15188, -3.52793, 0.32904], [-1.70173, 1.23041, -1.48910], [0.34885, -1.42012, -0.62433]], "lowdin_charge": [-0.0416, -0.2401, -0.1033, 0.0663, -0.0277, 0.0498, 0.2818, 0.0555, -0.1697, 0.2175, 0.1546, 0.1706, 0.1494, 0.1710, 0.1277, 0.1440, 0.1593, 0.0904, 0.1346, 0.1770, 0.1910, 0.2420]}



{"formula": "C6H13N3O", "method": "the ωB97M-V functional and the def2-TZVPD basis", "max_force_ha_per_bohr": 0.0608, "e_above_lowest_kj_mol": 368.1, "smiles": "[H]/N=C1/C[C@H]1NC.CC(N)=O", "e_lumo_ev": 0.53, "charge": 0, "energy_ha": -475.8266, "homo_lumo_gap_ev": 7.6, "elements": ["C", "C", "C", "C", "C", "N", "C", "O", "N", "N", "H", "H", "H", "H", "H", "H", "H", "H", "H", "H", "H", "H", "H"], "xyz": [[1.19684, 0.32698, -0.96660], [-1.59676, -1.27099, -0.35088], [0.96066, 0.02453, -2.43309], [0.24103, -0.26980, 2.84102], [-1.26746, 0.15298, -0.43163], [1.36031, 1.67439, -0.68631], [-1.29919, -0.75023, 1.03895], [1.65742, -0.53334, -0.20062], [-0.17455, -1.10695, 1.72612], [-1.75328, 1.14141, -1.04321], [0.60986, -1.31379, 1.09171], [1.84057, 1.88356, 0.17490], [1.41494, 2.32662, -1.45090], [-1.37151, 2.02822, -0.69126], [-0.83255, -1.94252, -0.73329], [-2.61605, -1.59683, -0.55301], [-2.13924, -0.44335, 1.65382], [0.10442, 0.57549, -2.81690], [1.84405, 0.32142, -3.00075], [0.77427, -1.03663, -2.57509], [-0.62254, -0.04481, 3.47175], [0.97480, -0.81737, 3.43683], [0.69395, 0.67099, 2.49845]], "lowdin_charge": [-0.5759, -0.0943, -0.0164, -0.1013, -0.3322, 0.1464, -0.2052, 0.0023, -0.1000, 0.1123, 0.0871, 0.1047, 0.1010, 0.0454, 0.1110, 0.1066, 0.1363, 0.0700, 0.0890, 0.0842, 0.0788, 0.0791, 0.0710]}